Below is a cluster of 6 separate species, C45H102N6O9 in total, with properties calculated with ωB97M-V/def2-TZVPD.

Summary:
Kohn-Sham gap: 8.84 eV
HOMO energy: -8.36 eV
relative energy (zero: lowest compared OMol25 entry of this formula, charge and spin): 559.76 kJ/mol
net charge: 0
SMILES: CC1(C)CCCC(C)(C)N1O.CC1(C)CCCC(C)(C)N1O.CC1(C)CCCC(C)(C)N1O.COCCNCCOC.COCCNCCOC.COCCNCCOC
energy: -2780.8980 Eh
LUMO: 0.48 eV

The geometry in XYZ format:
```
162
Properties=species:S:1:pos:R:3:forces:R:3:mulliken_charge:R:1
C -17.54883 -13.37222 13.97245 0.0029 -1.9118 0.6505 -0.562
H -24.84987 -24.91350 13.83939 -0.7173 0.1263 0.6389 0.749
N -31.85948 -18.14006 16.80912 -1.2163 -0.3599 -1.5560 0.167
H -28.37038 -22.78328 10.15265 0.2475 -0.1405 -0.4261 0.396
H -21.32979 -23.39292 10.85889 0.1646 0.2774 -0.2063 0.346
O -26.73627 -20.94379 10.76345 0.6362 -1.2556 1.8440 -0.477
C -19.14745 -25.12084 10.68267 0.7807 -1.2138 -0.2351 -0.601
N -33.37883 -18.47358 9.58999 -0.4791 1.3081 0.9796 -0.218
H -23.41478 -26.99807 16.61590 -0.3651 -0.0504 0.2543 0.399
H -15.92160 -27.42478 12.32334 -0.0798 0.7241 -0.7975 0.244
H -33.63763 -15.97864 16.90017 -0.1229 -0.4847 -1.0510 0.418
H -13.42358 -13.09679 12.09777 -0.4579 0.5481 0.1396 0.268
H -30.26046 -20.12380 18.00832 -0.8901 0.2561 0.4429 0.488
H -24.02295 -23.22661 20.35601 -1.1686 -0.3234 -0.1813 0.409
H -24.14692 -23.91669 12.78829 0.0605 0.4117 -0.5783 -0.508
N -18.84131 -14.07005 13.68739 -0.0287 3.0044 -1.8959 -0.275
H -30.29656 -18.64621 8.18929 0.2055 -0.1205 -0.1716 0.429
O -15.28496 -13.34304 12.96589 0.2004 2.5053 -0.0098 -0.336
H -30.09089 -21.20496 16.78909 0.4342 0.3230 -1.0538 0.449
H -33.85442 -20.08131 14.25667 0.1546 -0.3728 -0.1701 0.456
H -24.56331 -23.02965 10.71474 0.7864 -0.7599 -0.3272 0.165
C -14.28605 -13.76314 12.08315 0.4132 -1.0603 0.4270 -0.734
O -25.09785 -24.92757 16.30146 0.3275 -0.4235 0.1561 -0.710
H -31.78924 -18.75457 14.09699 0.1162 0.7350 0.4279 0.233
H -25.87829 -22.07883 18.79702 -0.1697 0.3069 -0.0551 0.450
C -21.28854 -24.42448 11.20859 -2.1874 0.4148 0.1194 -0.593
H -25.46822 -22.50630 9.43261 -0.4137 -0.4376 -0.5275 0.317
C -21.96137 -24.71354 15.78020 -2.7391 0.3101 -1.3481 -1.982
C -16.86997 -27.38536 12.85919 1.1558 1.9090 -0.6916 -0.358
C -16.65534 -26.57334 14.10754 1.1093 -2.5069 2.0313 -0.600
C -27.97361 -23.59851 10.75769 0.7280 0.0798 -0.6463 -2.007
H -34.92628 -16.87189 17.71731 -0.0805 -0.0253 -0.1864 0.425
N -24.10245 -24.25142 17.02572 2.7560 0.0605 0.7519 1.021
H -29.73864 -17.79977 15.27931 -0.2621 -0.0327 -0.5970 0.524
H -27.27024 -19.76831 13.28848 0.2485 -0.2623 -0.7860 0.463
C -34.25762 -17.34032 12.44199 -0.3288 1.7313 0.3360 -0.731
O -30.52753 -18.64853 10.24354 0.3467 1.0572 -1.1529 -0.206
H -33.98833 -17.81490 15.12042 0.5695 0.0775 -0.2720 0.206
N -26.59213 -21.98331 11.81926 -0.8260 -1.0123 -0.1201 0.514
H -21.79362 -23.81686 20.24992 0.2123 0.4914 -0.1641 0.431
H -32.25686 -20.05977 8.92527 0.7018 -0.0452 0.9481 0.385
C -33.85032 -16.82874 17.54839 0.0007 0.0509 -0.0181 -2.051
H -27.04512 -24.88321 12.59813 -0.3985 0.7747 0.6952 0.317
H -29.15794 -17.03160 10.34867 -0.3638 0.1694 0.0235 0.344
O -15.41931 -26.99307 14.66965 1.9927 1.3003 0.5134 -0.412
H -20.78903 -24.78868 18.07119 -0.2896 -0.7259 0.1103 0.520
H -16.82304 -25.49943 14.18936 0.2781 0.1732 -0.9143 0.508
H -32.91869 -19.23184 18.84580 -0.3965 -0.3188 0.7683 0.366
C -30.99503 -18.25166 8.92725 0.3719 -1.9859 -0.1465 -0.479
H -29.29001 -18.20124 11.70010 0.1976 0.4295 0.1506 0.144
H -22.17277 -17.44004 12.23598 0.3558 -0.0960 -0.0045 0.339
H -21.09717 -25.30956 15.48690 0.0882 0.0746 0.7757 0.478
H -21.77056 -26.96810 17.08062 0.2235 0.4137 0.2074 0.441
H -16.93466 -28.44935 13.08688 -1.1117 0.0429 0.1996 0.250
C -22.44611 -24.16317 19.44841 0.5707 0.1032 -0.2686 -0.918
H -25.74906 -25.28817 11.75155 0.3151 0.1834 -0.8163 0.545
H -20.50174 -15.63739 12.56267 -0.7881 -0.0379 -0.2353 0.336
H -21.71101 -25.06456 10.43404 0.1801 -0.2572 -0.3172 0.375
H -31.04077 -17.18262 8.71947 -0.1526 0.2160 0.6695 0.384
H -19.65571 -13.51892 13.91781 0.3458 0.3912 0.1453 0.190
H -17.36191 -27.03476 14.79743 -0.4142 0.4175 0.3951 0.248
C -25.63456 -24.78555 18.96810 0.7802 -0.1758 -0.0347 -1.742
H -22.38700 -18.66601 13.56191 1.2927 -0.5333 -0.3700 0.224
H -31.12881 -20.25266 14.23538 -0.5935 -1.0285 0.3966 0.532
C -19.06499 -15.42813 13.99104 0.3645 -0.4913 0.9649 -0.429
C -33.35040 -18.24507 17.08778 0.6269 0.1887 1.2681 1.735
C -25.86414 -21.56408 13.03712 0.5759 1.5436 -0.8942 2.056
H -14.48260 -25.10787 14.47510 -0.3553 0.1802 -0.3118 0.308
H -33.35276 -16.95286 12.91018 0.0191 0.2763 0.0872 0.301
H -33.84081 -16.92440 8.26020 0.1392 0.4668 0.0580 0.450
H -13.45178 -26.32459 15.03622 -0.0858 -0.6856 -0.1703 0.273
O -31.19502 -17.70902 17.93586 0.7162 0.0157 1.2268 -0.505
H -23.93051 -21.45903 11.90328 -0.1743 -0.4057 0.1620 0.245
H -17.60010 -12.32394 13.67820 -0.0160 -0.2258 -0.1481 0.381
H -32.93761 -18.38076 10.49376 -0.1771 -0.7251 0.5001 0.006
H -28.01377 -24.53350 10.19886 -0.3521 -0.0605 -0.0643 0.437
H -21.82710 -23.63336 15.72286 0.5318 -0.1064 -0.1622 0.385
H -23.39377 -22.21868 19.22208 0.3215 0.1193 -0.7714 0.401
H -28.34413 -18.56069 10.31628 -0.2545 -0.6234 -0.7651 0.282
H -31.61256 -21.21394 17.31974 -0.6125 0.7870 0.6402 0.265
H -14.58367 -13.91130 11.04509 -0.4274 0.0755 -0.0492 0.295
H -17.52865 -24.60267 11.74414 0.9057 -0.0565 0.7426 0.260
H -24.70708 -19.93730 11.99386 -0.9551 -0.1797 -0.4812 0.522
H -28.63963 -23.61297 11.62042 0.3172 -0.3336 0.1865 0.425
H -27.46539 -20.99852 14.47084 0.0758 -0.4028 -0.0387 0.350
C -31.10903 -19.24123 16.13863 1.0601 -1.2352 0.3416 1.950
O -34.74187 -16.27563 11.52567 0.7688 -2.2882 -0.4801 -0.426
C -30.82387 -20.48176 17.14661 0.2561 -0.0291 -1.3483 -1.635
H -33.31358 -20.74461 15.80248 -0.0470 -0.1119 -0.1225 0.463
C -22.73605 -26.52575 17.32607 -0.7660 0.8225 -0.1921 -1.716
C -21.74889 -24.27223 18.06529 -1.7282 -0.4941 1.9589 -1.104
H -21.96301 -24.51084 12.06049 -0.2331 0.1897 0.0010 -0.093
H -27.69278 -20.86344 10.77900 -0.1673 0.2531 -0.1074 0.330
C -26.16211 -24.38413 12.19900 0.6154 -1.6708 1.4071 -2.114
C -24.66882 -23.72103 18.27402 -3.0459 -1.4452 0.5927 1.498
H -31.17078 -16.75474 17.83400 0.1855 0.1134 0.0228 0.368
N -17.98527 -26.69743 12.23328 -0.7352 0.4419 -1.6356 -0.264
H -32.70574 -19.10874 7.75894 0.2367 1.1051 -0.5874 0.460
C -24.58125 -20.86775 12.54751 1.0941 1.2560 -0.0270 -2.231
C -32.32663 -18.98270 8.77308 -0.1304 -0.5372 -1.2564 -1.041
H -18.41397 -26.21605 13.01083 -0.8359 -0.2907 -0.0906 0.127
H -24.71043 -21.88725 17.48115 -0.8939 0.7027 -0.8113 0.519
H -22.78902 -25.10215 19.88298 0.0377 -0.4886 -0.5545 0.330
H -33.45115 -16.36223 18.44901 0.2959 -1.0527 0.6412 0.453
H -13.94367 -26.33712 13.29148 0.1101 -0.0234 0.0149 0.253
H -35.76390 -17.34612 9.95524 0.0236 -0.4833 0.5522 0.322
C -20.56370 -15.79597 13.63929 3.3398 -1.2574 -0.5682 -0.539
H -26.10224 -22.91708 14.82954 -0.9330 0.3991 -0.3351 0.784
H -25.31170 -24.29509 15.61163 -0.0187 -0.1255 -0.1296 0.080
O -20.78889 -17.23574 13.89696 -1.2728 1.4728 -0.7804 -0.312
H -18.78154 -15.46483 15.04290 -0.4253 -1.3453 0.5940 0.310
H -33.73524 -20.32404 17.75609 -0.2782 0.1131 0.0601 0.264
H -21.40351 -23.27457 17.79419 -0.7540 0.2782 -0.4415 0.398
H -33.95727 -18.34341 12.13917 -0.7388 0.1121 -0.8771 0.329
C -23.67661 -23.26647 19.32327 1.4764 0.1610 0.7414 -1.126
C -25.12116 -24.02824 13.26422 0.8974 0.9369 -0.4777 0.618
C -26.71722 -20.53967 13.82447 0.0615 0.1823 0.5213 -2.323
C -26.49559 -23.34589 11.18213 -1.1531 1.2623 -0.6574 1.674
C -34.97810 -16.61301 10.13738 0.3496 0.2343 -0.0562 -0.629
C -14.25797 -26.16322 14.32060 -1.3557 -0.3014 0.5667 -0.707
H -22.85104 -17.16977 13.86176 -0.2129 0.8615 -0.3026 0.345
C -31.78374 -19.58830 14.79911 -0.9055 0.5919 0.9605 -1.147
H -22.98991 -26.77346 18.35675 -0.1652 -0.1691 -0.1009 0.313
H -26.20948 -24.32961 19.77413 0.1199 0.1807 0.0103 0.445
H -26.06618 -19.95736 14.47652 0.1873 -0.1246 0.2299 0.439
H -16.92329 -14.45603 12.35923 0.3854 -0.3806 -0.5984 0.313
H -35.43014 -15.67941 9.80249 0.4469 0.1259 -0.5096 0.347
H -18.31295 -15.96395 13.41187 -0.4132 -0.7833 0.0546 0.246
O -20.08209 -24.80612 11.67372 2.2526 -0.5525 1.4433 -0.196
C -29.70886 -18.79803 15.71598 0.4818 1.7767 1.3607 -2.298
C -16.39263 -14.12840 13.25318 -0.6103 -0.3515 -0.9186 -0.536
H -26.33405 -25.34043 18.34286 0.0640 0.5635 -0.4651 0.326
H -17.32294 -13.45598 15.03549 -0.0605 0.4414 0.4489 0.272
H -17.01776 -25.74262 10.51590 -0.3152 -0.2924 -0.1011 0.431
H -35.02422 -18.83232 15.92841 -0.0515 -0.5631 0.2851 0.394
C -22.05850 -17.66096 13.29722 -0.2248 0.9163 1.6573 -0.693
C -33.24073 -19.88526 15.13591 -0.9812 0.1796 -0.3486 -0.883
H -26.40418 -22.76277 17.26821 0.4367 0.2161 -0.4470 0.406
H -19.55242 -25.98527 10.15650 -0.0447 0.1619 -0.7462 0.386
H -29.12278 -19.46752 15.08639 -0.5012 -0.2075 0.0504 0.238
H -15.97150 -14.99035 13.77067 -0.7158 -0.4051 0.4529 0.358
H -21.13193 -14.98014 14.08609 -0.9978 -0.7953 0.4598 0.270
C -25.41197 -22.69464 14.01583 -0.5097 -1.0604 -0.5139 -1.336
C -25.37976 -23.37740 10.08182 -0.6008 1.5734 1.2610 -1.439
C -29.27589 -18.08150 10.61679 -0.3363 -0.0056 1.1235 -0.692
C -25.52465 -22.50587 17.85858 1.0041 -0.5382 1.4130 -2.127
H -22.71209 -24.91221 15.01532 0.1071 -0.1093 -0.7095 0.214
H -13.85427 -14.69273 12.45401 -0.0496 -0.5454 -0.1165 0.299
C -33.95467 -18.66099 15.80678 -0.2425 -0.0181 -1.7247 -1.129
H -32.93026 -16.42188 9.81144 0.3907 0.4450 -0.7978 0.261
H -18.98011 -24.22095 10.09083 0.0175 -0.1422 -0.6311 0.375
H -34.72246 -19.10865 18.66541 0.1372 0.0608 -0.1273 0.429
C -17.77587 -25.55568 11.27643 -1.2303 0.1027 0.8502 -0.587
H -24.57989 -22.27735 14.58294 0.4324 -0.2522 -0.3290 0.377
H -25.03595 -25.58651 19.40195 0.2196 0.0287 0.2762 0.394
C -33.69328 -17.03690 9.33430 -1.2927 -0.4638 1.3491 -0.407
H -23.93661 -20.43499 13.31254 -0.0008 -0.6668 0.7806 0.492
H -29.12958 -18.57792 16.61270 0.2986 -0.3765 0.1641 0.490
H -25.19869 -24.32662 9.57755 -0.1202 0.1693 0.1425 0.424
H -35.02893 -17.37504 13.21138 0.0823 -0.4046 0.0054 0.398
C -33.77246 -19.31788 18.17366 1.8794 0.9404 -0.4536 -1.605
C -22.76898 -24.98038 17.08086 2.8496 0.2193 -0.1620 1.283
```
Positions in Å, forces in eV/Å.